one:
Density functional theory data (ωB97M-V/def2-TZVPD) for a structure of composition H8O4.

Total charge: 0
Lowest unoccupied orbital energy in eV: -0.072
HOMO level in eV: -9.8
Kohn-Sham gap in eV: 9.7

Each line ends with the natural charge from an NBO analysis.
Cartesian coordinates (Å):
O (-3.10, 20.96, -22.35)  -0.788
H (-3.94, 21.13, -22.77)  0.500
H (-3.05, 21.61, -21.65)  0.497
O (-2.67, 22.02, -20.41)  -0.913
H (-3.14, 22.34, -19.65)  0.505
H (-2.15, 21.28, -20.08)  0.506
O (-1.88, 21.60, -23.82)  -1.021
H (-1.07, 21.77, -23.33)  0.433
H (-2.51, 21.34, -23.15)  0.416
O (-2.92, 18.97, -21.94)  -1.016
H (-3.24, 19.87, -22.04)  0.433
H (-2.06, 18.98, -22.36)  0.448


two:
Density functional theory data (ωB97M-V/def2-TZVPD) for a cluster of 4 separate species, H8O4 in total.

Total charge: 0
Lowest unoccupied orbital energy in eV: 0.268
HOMO level in eV: -10.7
SMILES string: O.O.O.O
Kohn-Sham gap in eV: 10.9

Each line ends with the natural charge from an NBO analysis.
Cartesian coordinates (Å):
O (-21.83, 0.09, -9.35)  -0.952
H (-22.23, -0.59, -8.83)  0.449
H (-22.34, 0.01, -10.18)  0.491
O (-23.72, 0.74, -11.39)  -0.960
H (-24.20, -0.08, -11.48)  0.492
H (-24.38, 1.38, -11.13)  0.484
O (-23.08, -2.02, -10.54)  -0.956
H (-22.75, -2.56, -9.85)  0.478
H (-22.57, -2.28, -11.34)  0.482
O (-22.16, 2.85, -12.43)  -0.934
H (-22.86, 2.26, -12.22)  0.469
H (-21.50, 2.25, -12.60)  0.457


Which of them is the most stable, and which is the least stable? two and one, in that order.


one:
Density functional theory data (ωB97M-V/def2-TZVPD) for a structure of composition H8O4.

Total charge: 0
Lowest unoccupied orbital energy in eV: -0.167
HOMO level in eV: -8.2
Kohn-Sham gap in eV: 8.1

Each line ends with the natural charge from an NBO analysis.
Cartesian coordinates (Å):
O (-0.07, -0.41, 2.40)  -0.928
H (-0.28, 0.48, 2.13)  0.473
H (0.77, -0.33, 2.85)  0.484
O (0.24, 0.97, -1.17)  -0.857
H (-0.04, 1.74, -1.66)  0.526
H (1.10, 1.21, -0.82)  0.480
O (0.12, -1.06, -0.02)  -0.938
H (-0.20, -1.09, 0.88)  0.482
H (0.36, -0.14, -0.16)  0.438
O (-0.82, -0.57, -1.82)  -1.038
H (-0.12, 0.07, -1.67)  0.416
H (-1.07, -0.86, -0.94)  0.463


two:
Density functional theory data (ωB97M-V/def2-TZVPD) for a cluster of 4 separate species, H8O4 in total.

Total charge: 0
Lowest unoccupied orbital energy in eV: 0.292
HOMO level in eV: -10.2
SMILES string: O.O.O.O
Kohn-Sham gap in eV: 10.5

Each line ends with the natural charge from an NBO analysis.
Cartesian coordinates (Å):
O (-2.25, 9.76, -22.39)  -0.976
H (-2.44, 9.39, -23.25)  0.448
H (-1.45, 10.27, -22.51)  0.499
O (-3.35, 9.62, -18.73)  -0.929
H (-4.28, 9.67, -18.95)  0.445
H (-2.90, 9.64, -19.57)  0.452
O (-0.90, 10.35, -20.94)  -0.943
H (-0.26, 9.68, -21.19)  0.453
H (-1.61, 9.86, -20.53)  0.479
O (-2.55, 8.55, -20.43)  -0.916
H (-3.45, 8.62, -20.74)  0.491
H (-2.18, 7.81, -20.92)  0.497


Which of them is the most stable, and which is the least stable? two and one, in that order.


one:
Density functional theory data (ωB97M-V/def2-TZVPD) for a cluster of 4 separate species, H8O4 in total.

Total charge: 0
Lowest unoccupied orbital energy in eV: 0.539
HOMO level in eV: -11.2
SMILES string: O.O.O.O
Kohn-Sham gap in eV: 11.8

Each line ends with the natural charge from an NBO analysis.
Cartesian coordinates (Å):
H (0.66, -1.32, -0.53)  0.498
H (2.14, -0.91, -0.34)  0.476
H (-0.12, 1.09, -1.56)  0.473
H (-0.37, 1.55, -0.13)  0.498
H (-1.23, -0.53, -0.36)  0.503
H (-2.12, -1.30, 0.66)  0.489
H (-0.06, 0.25, 1.43)  0.489
H (1.23, 0.63, 0.84)  0.475
O (1.34, -0.65, -0.80)  -0.971
O (-0.83, 1.35, -1.01)  -0.983
O (-1.23, -1.10, 0.38)  -0.994
O (0.57, 0.95, 1.42)  -0.953


two:
Density functional theory data (ωB97M-V/def2-TZVPD) for a cluster of 4 separate species, H8O4 in total.

Total charge: 0
Lowest unoccupied orbital energy in eV: 0.279
HOMO level in eV: -10.5
SMILES string: O.O.O.O
Kohn-Sham gap in eV: 10.7

Each line ends with the natural charge from an NBO analysis.
Cartesian coordinates (Å):
H (-0.68, -0.79, 0.91)  0.441
H (0.77, -1.23, 0.86)  0.491
H (-2.19, 1.41, 1.59)  0.459
H (-1.19, 0.99, 2.65)  0.473
H (-0.44, -0.01, -0.47)  0.472
H (0.69, 0.95, -0.11)  0.474
H (1.36, 0.33, -4.00)  0.466
H (2.07, -0.90, -3.46)  0.471
O (-0.12, -1.55, 1.05)  -0.948
O (-1.94, 1.58, 2.50)  -0.931
O (0.45, 0.01, -0.12)  -0.934
O (1.55, -0.13, -3.18)  -0.937


Which of them is the most stable, and which is the least stable? one and two, in that order.


one:
Density functional theory data (ωB97M-V/def2-TZVPD) for a cluster of 2 separate species, H5N2OP in total.

Total charge: 0
2S+1: 3
<S²>: 2.006
Lowest unoccupied orbital energy (spin up / spin down) in eV: 0.937 / -1.453
HOMO level (spin up / spin down) in eV: -8.0 / -9.2
Kohn-Sham gap (spin up / spin down) in eV: 8.9 / 7.8

Each line ends with the Mulliken spin population.
Cartesian coordinates (Å):
N (0.76, 1.42, 0.33)  0.876
N (-0.30, -0.72, -1.18)  0.032
O (0.77, 0.95, 1.61)  0.192
P (-0.21, -0.27, 1.98)  0.941
H (0.10, -0.14, -0.43)  -0.011
H (1.66, 1.85, 0.33)  -0.020
H (-1.21, -0.49, -1.55)  0.000
H (0.36, -0.81, -1.93)  -0.003
H (0.08, 0.07, 3.28)  -0.007


two:
Density functional theory data (ωB97M-V/def2-TZVPD) for an isolated molecule of H5N2OP.

Total charge: 0
2S+1: 3
<S²>: 2.010
Lowest unoccupied orbital energy (spin up / spin down) in eV: 0.511 / -2.116
HOMO level (spin up / spin down) in eV: -4.4 / -9.8
Kohn-Sham gap (spin up / spin down) in eV: 4.9 / 7.7

Each line ends with the Mulliken spin population.
Cartesian coordinates (Å):
N (-0.80, 1.19, 0.84)  0.547
N (1.36, -0.04, -0.36)  0.500
O (-0.14, 2.37, 0.83)  0.117
P (0.22, -0.35, 0.81)  0.904
H (-0.12, 2.25, 1.82)  0.015
H (-1.19, 0.89, 1.75)  -0.051
H (1.81, -1.01, -0.32)  -0.093
H (2.01, 0.65, 0.07)  -0.042
H (-0.48, -0.96, -0.08)  0.104


Which of them is the most stable, and which is the least stable? one and two, in that order.


one:
Density functional theory data (ωB97M-V/def2-TZVPD) for an isolated molecule of C2HBrClNO2.

Total charge: 0
Lowest unoccupied orbital energy in eV: -1.258
HOMO level in eV: -10.2
SMILES string: O=[N+]([O-])/C=C(/Cl)Br
Kohn-Sham gap in eV: 8.9

Each line ends with the natural charge from an NBO analysis.
Cartesian coordinates (Å):
C (0.49, 0.17, -0.05)  -0.170
C (-0.69, 1.02, 0.01)  -0.148
N (0.55, -1.23, 0.03)  0.491
O (1.65, -1.71, -0.19)  -0.376
O (-0.45, -1.86, 0.29)  -0.376
Cl (-0.61, 2.69, -0.14)  0.137
Br (-2.38, 0.26, 0.27)  0.201
H (1.44, 0.66, -0.22)  0.241


two:
Density functional theory data (ωB97M-V/def2-TZVPD) for a structure of composition C2HBrClNO2.

Total charge: 0
Lowest unoccupied orbital energy in eV: 0.336
HOMO level in eV: -10.4
Kohn-Sham gap in eV: 10.7

Each line ends with the natural charge from an NBO analysis.
Cartesian coordinates (Å):
C (1.85, -0.53, 0.06)  0.657
C (-1.63, 0.48, -0.10)  0.019
N (-0.61, -0.26, 0.04)  -0.153
O (2.00, -1.71, 0.01)  -0.512
O (0.71, 0.25, 0.04)  -0.402
Cl (-1.79, 2.14, -0.05)  0.093
Br (-3.12, -0.59, -0.06)  0.167
H (2.59, 0.22, 0.07)  0.130


Which of them is the most stable, and which is the least stable? two and one, in that order.


one:
Density functional theory data (ωB97M-V/def2-TZVPD) for a cluster of 11 separate species, H21O11 in total.

Total charge: -1
Lowest unoccupied orbital energy in eV: 2.412
HOMO level in eV: -5.5
Kohn-Sham gap in eV: 7.9

Each line ends with the natural charge from an NBO analysis.
Cartesian coordinates (Å):
O (1.18, -0.79, 3.97)  -0.964
H (0.60, -1.47, 3.63)  0.485
H (0.81, -0.20, 4.64)  0.480
O (-0.10, -0.06, -2.77)  -1.056
H (0.42, -0.33, -3.54)  0.459
H (1.24, -0.16, 0.29)  0.506
O (-2.11, 1.39, -0.63)  -0.977
H (-2.18, -2.18, -2.66)  0.468
H (-4.18, -1.26, 1.08)  0.469
O (4.68, 0.35, -0.87)  -0.996
H (4.77, 1.28, -0.59)  0.440
H (-0.60, 0.56, 2.13)  0.491
O (-0.91, 3.72, 0.38)  -0.955
H (2.69, -2.67, 0.50)  0.466
H (3.76, 0.57, -1.14)  0.513
O (-4.23, -2.09, 1.59)  -0.937
H (-3.35, -2.46, 1.45)  0.468
H (-0.05, -0.60, -0.22)  0.477
O (0.40, -0.59, 0.64)  -0.983
H (-1.87, 0.55, -0.24)  0.483
O (-2.48, -1.89, -3.52)  -0.959
H (-2.64, 1.33, -1.43)  0.493
H (-1.70, -1.39, -3.88)  0.490
O (2.21, 0.73, -1.92)  -1.280
H (1.89, 1.60, -2.20)  0.422
H (0.71, 0.31, -2.29)  0.508
O (2.28, -2.40, 1.33)  -0.941
H (-0.76, 3.12, -0.37)  0.485
H (2.42, -1.45, 1.32)  0.474
O (-0.86, 1.40, 2.58)  -0.968
H (-1.53, 3.09, 0.84)  0.471
H (-0.53, 1.99, 1.90)  0.467


two:
Density functional theory data (ωB97M-V/def2-TZVPD) for a cluster of 11 separate species, H21O11 in total.

Total charge: -1
Lowest unoccupied orbital energy in eV: 2.766
HOMO level in eV: -6.7
Kohn-Sham gap in eV: 9.5

Each line ends with the natural charge from an NBO analysis.
Cartesian coordinates (Å):
O (0.58, -0.05, -0.34)  -1.301
H (0.31, 0.29, 0.56)  0.471
O (-2.04, 2.84, 1.14)  -0.959
H (-2.81, 2.33, 1.18)  0.449
H (-1.42, 2.18, 1.45)  0.476
O (0.12, 0.08, -2.99)  -0.967
H (0.31, 0.07, -2.07)  0.479
H (0.04, -0.87, -3.23)  0.470
O (-2.71, -0.64, 1.70)  -0.956
H (-3.35, -1.32, 1.78)  0.468
H (-1.86, -1.03, 1.82)  0.498
O (-0.44, -2.18, 0.84)  -1.020
H (-1.20, -2.36, 0.25)  0.476
H (-0.11, -1.34, 0.43)  0.498
O (0.61, -2.44, -1.83)  -0.978
H (0.72, -1.68, -1.25)  0.497
H (0.80, -3.11, -1.18)  0.466
O (3.09, -0.01, -1.15)  -0.979
H (3.10, -0.50, -1.96)  0.463
H (2.20, 0.17, -0.95)  0.491
O (2.35, 0.01, 1.83)  -0.975
H (2.22, -0.92, 2.15)  0.459
H (1.92, -0.13, 0.96)  0.494
O (-2.00, -0.01, -0.86)  -1.003
H (-2.40, -0.23, -0.01)  0.467
H (-1.06, 0.02, -0.79)  0.484
O (-0.23, 1.35, 2.08)  -0.959
H (0.58, 1.66, 1.63)  0.511
H (-0.03, 0.84, 2.87)  0.500
O (0.68, 2.60, -1.28)  -0.969
H (1.35, 2.61, -1.95)  0.465
H (0.69, 1.76, -0.81)  0.486


Which of them is the most stable, and which is the least stable? two and one, in that order.